A:
The following is a quantum chemistry calculation of a single C6H5NO molecule, from OMol25.

The value obtained for the molecular weight is 107.11 g/mol. Its net charge is 0. Its LUMO energy is -0.352 eV. Its SMILES is C1=CC2=NOCC2=C1.

```
13
C6H5NO (wB97M-V/def2-TZVPD)
C -2.157 0.079 -0.034
C -1.509 -1.089 0.017
C -0.091 -0.682 0.059
N 1.049 -1.267 0.028
O 2.072 -0.312 -0.052
C 1.470 1.027 -0.003
C 0.018 0.744 0.021
C -1.236 1.238 -0.016
H -3.218 0.238 0.032
H -1.882 -2.074 -0.190
H 1.809 1.472 0.959
H 1.916 1.545 -0.862
H -1.515 2.275 0.024
```

=====

B:
The following is a quantum chemistry calculation of a single C6H5NO molecule, from OMol25.

The value obtained for the molecular weight is 107.11 g/mol. Its net charge is 0. Its LUMO energy is -0.728 eV. Its SMILES is C=C1C=C(C#N)CO1.

```
13
C6H5NO (wB97M-V/def2-TZVPD)
C -1.629 -0.783 1.696
C -0.758 -0.392 0.754
C -0.012 0.980 0.476
C 0.583 0.730 -0.777
C 1.208 1.780 -1.509
N 1.512 2.661 -2.271
C 0.770 -0.841 -0.933
O -0.315 -1.446 -0.159
H -2.016 -0.197 2.454
H -1.739 -1.877 1.841
H -0.181 1.997 0.944
H 0.813 -1.402 -2.064
H 1.763 -1.210 -0.452
```

=====

A (9.2 kcal/mol below the next structure)

=====

A:
The following is a quantum chemistry calculation of a single C2H3N5O molecule, from OMol25.

The value obtained for the molecular weight is 113.08 g/mol. Its net charge is 0. Its LUMO energy is 0.130 eV. Its SMILES is O/N=C\n1ncnn1.

```
11
C2H3N5O (wB97M-V/def2-TZVPD)
O -1.930 0.895 0.020
N -2.079 -0.551 -0.092
C -0.975 -1.233 -0.102
N 0.305 -0.428 0.290
N 0.492 0.830 0.126
C 1.832 0.975 -0.179
N 2.430 -0.307 -0.119
N 1.465 -1.137 0.098
H -2.945 1.204 -0.026
H -0.734 -2.215 -0.114
H 2.138 1.966 0.098
```

=====

B:
The following is a quantum chemistry calculation of a molecular structure, C2H3N5O, from OMol25.

The value obtained for the molecular weight is 113.08 g/mol. Its net charge is 0. Its LUMO energy is -0.984 eV.

```
11
C2H3N5O (wB97M-V/def2-TZVPD)
C -0.051 -0.428 -0.055
C 0.044 0.988 0.076
H -1.634 -0.999 1.553
H -1.361 -2.022 -0.799
H -1.497 1.451 -0.933
N -1.277 -0.985 0.242
N 0.914 -1.286 -0.043
N 2.223 0.707 0.156
N 1.262 1.282 0.476
N -0.776 1.926 -0.343
O 2.154 -0.634 -0.329
```

=====

A (96.0 kcal/mol below the next structure)